[1]
Entry from OMol25: C38H34Cl2ErN11O6S3 as an isolated structure (ωB97M-V/def2-TZVPD).

Structure (XYZ):
```
95
Properties=species:S:1:pos:R:3:forces:R:3:lowdin_charge:R:1
Er -0.9675 0.0052 -0.1068 2.27 -2.34 -0.34 1.262
C 2.2974 -1.3175 0.8326 0.15 0.04 -0.10 -0.130
N 0.9295 -1.6428 1.1797 0.08 0.36 0.19 -0.078
C 0.5479 -3.0359 1.0194 -0.16 -0.11 0.12 -0.112
C -0.0644 -3.2102 -0.3374 0.12 0.11 -0.13 -0.301
N -0.2587 -2.1937 -1.1434 -0.08 -0.16 0.36 0.083
C -0.7256 -2.7311 -2.3255 -0.15 -0.71 -0.24 -0.218
C -1.0233 -2.1117 -3.5346 0.07 -0.14 0.07 -0.014
C -1.5183 -2.9081 -4.5442 0.06 -0.01 -0.05 -0.072
C -1.6764 -4.2870 -4.3805 0.03 -0.10 0.05 -0.083
C -1.3260 -4.9277 -3.2067 -0.04 -0.04 0.09 -0.017
C -0.8484 -4.1288 -2.1797 -0.07 0.63 -0.43 -0.194
N -0.3921 -4.4013 -0.9067 0.22 0.10 0.10 0.156
C 2.3903 -0.2627 -0.2269 0.00 -0.20 -0.15 -0.311
N 1.4163 0.1804 -0.9827 -0.11 -0.11 0.49 0.103
C 2.0103 1.0158 -1.9132 0.81 0.17 -0.19 -0.222
C 1.4874 1.7015 -3.0066 0.06 -0.16 0.07 -0.028
C 2.3614 2.4475 -3.7725 -0.03 0.02 -0.07 -0.091
C 3.7297 2.5005 -3.4985 0.10 0.03 0.06 -0.092
C 4.2745 1.7988 -2.4421 0.01 -0.01 0.11 -0.022
C 3.3972 1.0697 -1.6590 -0.49 0.24 -0.55 -0.196
N 3.6020 0.2388 -0.5858 -0.05 -0.16 0.27 0.178
H 2.8094 -2.2102 0.4417 -0.06 0.14 0.08 0.134
H 2.8552 -0.9602 1.7042 -0.01 -0.12 -0.06 0.120
H 0.6809 -1.2864 2.0951 -0.07 -0.13 -0.09 0.116
H -0.1739 -3.3095 1.7934 0.07 0.00 -0.01 0.118
H 1.4086 -3.7191 1.1183 -0.17 0.11 -0.01 0.134
H -0.8752 -1.0502 -3.6552 -0.05 -0.01 -0.05 0.110
H -1.7957 -2.4586 -5.4838 -0.02 0.06 -0.13 0.107
H -2.0711 -4.8690 -5.1984 -0.04 -0.07 -0.09 0.101
H -1.4286 -5.9956 -3.0892 -0.03 -0.12 -0.04 0.108
H -0.4670 -5.2890 -0.4369 0.10 0.15 0.05 0.159
H 0.4387 1.6533 -3.2555 -0.12 0.02 0.01 0.104
H 1.9834 3.0040 -4.6159 -0.11 0.03 -0.11 0.108
H 4.3766 3.0892 -4.1315 0.04 0.05 -0.07 0.101
H 5.3323 1.8025 -2.2332 0.17 0.07 -0.02 0.107
H 4.4805 0.0705 -0.1230 -0.15 -0.06 -0.03 0.167
N -4.7954 -0.4603 6.5143 -0.12 -0.12 0.28 0.107
C -4.0998 0.0600 5.4512 0.10 0.29 -0.32 -0.315
C -4.5272 -0.1961 4.1450 0.08 0.11 0.05 -0.016
C -3.8828 0.3828 3.0741 -0.03 -0.09 -0.05 -0.066
C -2.7894 1.2086 3.2806 0.30 0.10 -0.57 -0.261
C -2.3625 1.4917 4.5663 0.08 0.05 0.13 -0.047
C -3.0138 0.9223 5.6444 -0.11 -0.10 -0.09 -0.017
S -1.9348 1.8303 1.8412 -0.17 1.37 1.25 0.665
O -2.6054 1.1784 0.7052 -0.71 0.28 0.34 -0.429
O -1.9559 3.2634 1.7986 -0.05 -0.26 0.26 -0.258
N -0.4339 1.2113 1.7501 -1.48 0.18 -0.11 -0.176
C 0.5777 1.7609 2.4169 1.21 0.44 0.71 -0.499
N 0.3488 2.6220 3.4237 -0.22 -0.18 -0.12 0.124
C 1.3906 3.2229 3.9541 0.29 0.16 0.03 -0.125
C 2.6960 2.9882 3.5403 -0.07 -0.02 -0.07 -0.062
C 2.8358 1.9974 2.5813 0.16 0.14 0.22 -0.169
N 1.8162 1.3719 2.0291 -0.43 -0.11 0.05 0.100
H -5.3850 -1.2541 6.3251 0.09 0.01 0.08 0.094
H -4.3343 -0.4737 7.4085 -0.03 -0.07 -0.06 0.093
H -5.3643 -0.8586 3.9829 -0.13 -0.04 -0.05 0.114
H -4.2127 0.2021 2.0635 -0.06 -0.12 -0.09 0.107
H -1.5165 2.1476 4.7047 0.01 0.02 0.07 0.094
H -2.6866 1.1357 6.6514 0.06 0.07 0.10 0.108
H 1.1654 3.9226 4.7519 0.09 0.05 0.05 0.114
H 3.5390 3.5161 3.9568 0.03 -0.03 0.05 0.093
H 3.8199 1.6844 2.2406 0.05 0.04 0.03 0.105
O -3.9229 -0.8084 -3.3983 0.01 -0.01 0.11 0.038
C -4.0936 0.4310 -3.8931 0.09 0.32 -0.02 -0.255
C -5.0745 0.6219 -4.8659 0.00 -0.11 0.05 -0.015
C -5.2859 1.8700 -5.4104 0.06 -0.10 0.06 -0.086
C -4.5198 2.9532 -4.9983 0.07 0.17 -0.01 -0.093
C -3.5532 2.7814 -4.0306 -0.13 -0.16 -0.07 -0.021
C -3.3244 1.5271 -3.4630 -0.15 -0.34 -0.05 -0.063
C -2.2839 1.3598 -2.4282 0.62 1.28 -0.04 -0.409
O -1.9642 0.1759 -2.0079 -0.41 -0.20 -0.39 -0.263
N -1.6877 2.4490 -2.0351 -0.85 -0.19 -0.46 -0.031
N -0.7242 2.3268 -1.0463 0.03 -0.35 0.02 -0.142
C -0.0260 3.4006 -1.0481 -0.27 0.03 -0.38 -0.884
S 1.2788 3.7640 0.0283 0.23 0.49 -0.14 1.001
C 1.4157 5.5143 -0.5377 -0.08 -0.38 0.32 -0.473
C 1.1347 5.5392 -2.0181 -0.34 -0.37 -0.08 -0.503
S -0.3967 4.5740 -2.3106 0.49 0.51 0.11 0.970
H -3.1824 -0.7420 -2.7522 -0.13 -0.17 -0.26 0.020
H -5.6582 -0.2335 -5.1683 -0.07 -0.10 -0.05 0.115
H -6.0498 2.0028 -6.1616 -0.08 0.00 -0.08 0.101
H -4.6766 3.9260 -5.4361 -0.04 0.13 -0.03 0.096
H -2.9553 3.6092 -3.6874 0.06 0.11 0.02 0.091
H 2.4233 5.8473 -0.2926 0.00 0.01 0.03 0.077
H 0.6798 6.1000 0.0147 0.08 0.01 -0.01 0.081
H 1.9331 5.0559 -2.5830 0.08 0.10 0.04 0.058
H 0.9746 6.5495 -2.3899 0.00 0.05 0.02 0.077
Cl -3.1767 -4.3475 0.6679 -0.18 -0.47 -0.13 0.660
C -3.4975 -2.6694 1.0936 0.47 0.31 0.66 -0.913
Cl -3.4121 -1.6359 -0.3402 -0.74 -0.32 -0.14 0.780
C -2.3755 -2.2199 2.1358 -0.99 -0.46 -0.52 -0.787
O -2.3231 -2.8498 3.1743 0.02 -0.09 0.22 0.034
O -1.6493 -1.2925 1.7188 0.63 0.43 0.00 -0.197
H -4.5051 -2.6349 1.5131 0.24 0.14 -0.10 0.070
```
Positions in Å, forces in eV/Å.

Output
Energy in eV: -153812.8870
Multiplicity: 4
⟨S²⟩: 3.753
Molecular weight in g mol⁻¹: 1075.13

[2]
Entry from OMol25: a 2-piece molecular cluster, CH5O2P overall (ωB97M-V/def2-TZVPD).

Structure (XYZ):
```
9
Properties=species:S:1:pos:R:3:forces:R:3:nbo_charge:R:1
C 0.0648 0.2010 -0.0184 4.78 -2.40 -0.78 0.268
O -0.6112 -0.1658 -1.2047 0.56 2.49 0.27 -0.716
O 0.2486 1.5117 0.2293 -1.15 2.44 -0.26 -0.737
P -0.4149 -0.8547 1.5571 1.05 0.06 -2.13 0.270
H 1.6024 -0.1306 -0.1892 -3.55 0.01 0.19 -0.031
H -0.5063 0.6501 -1.7958 -0.35 -1.83 0.87 0.466
H 0.6077 2.0597 -0.5193 -0.38 -1.26 0.95 0.481
H 0.5498 -1.8638 1.0612 -1.14 0.59 0.65 0.012
H -1.5408 -1.4075 0.8798 0.18 -0.10 0.24 -0.013
```
Positions in Å, forces in eV/Å.

Output
ΔE to the lowest compared entry with this formula, charge and spin in kcal per mole: 73.6
Energy in eV: -14498.5426
Molecular weight in g mol⁻¹: 80.02

[3]
Entry from OMol25: a 3-piece molecular cluster, C22H36Br2N2O5S overall (ωB97M-V/def2-TZVPD).

Structure (XYZ):
```
68
Properties=species:S:1:pos:R:3:forces:R:3:nbo_charge:R:1
C 1.1147 1.4990 3.7907 -1.40 0.08 -0.24 -0.281
O 2.5088 1.2942 4.2139 -0.57 0.90 -1.00 -0.568
C 3.4733 1.6784 3.1687 -1.25 -0.67 -2.01 -0.071
C 3.6841 0.3509 2.1802 0.99 0.97 0.42 -0.446
C 4.8203 -0.6981 2.7246 0.90 -0.07 -0.26 -0.412
C 4.7427 -2.1892 1.9706 -1.37 0.30 1.36 -0.459
C 3.2850 -2.8248 2.3817 -2.52 -1.30 -0.80 0.069
C 3.0016 -3.0044 4.0194 -4.98 -1.78 -1.06 -0.237
C 1.5326 -3.5947 4.5536 3.14 1.49 -4.34 -0.178
C 0.4376 -3.9655 3.3764 -0.34 -0.42 1.58 0.091
N -0.9044 -4.4987 3.8284 4.18 1.78 -5.92 -0.527
S -1.6791 -4.7660 2.2469 3.69 1.48 0.52 0.764
N -0.4972 -4.2686 1.0102 2.94 0.73 5.37 -0.560
C 0.7373 -3.8275 1.7698 -1.92 -0.58 1.29 0.132
C 2.1941 -3.2436 1.2305 0.10 0.23 2.90 -0.114
C 2.3980 -3.1419 -0.3939 -0.34 3.01 -1.59 -0.139
Br 2.8978 -4.8494 -1.3887 -0.56 1.74 1.40 0.041
C 2.2234 -1.9284 -1.2377 -0.12 -2.26 3.58 -0.029
C 1.7967 -0.4897 -0.5634 -0.07 0.19 -1.79 -0.683
Br 2.4431 -1.9053 -3.2658 -0.24 -0.11 2.73 0.060
H 0.3388 1.1118 4.6075 2.18 0.68 -1.50 0.212
H 0.8384 0.8961 2.8029 0.77 1.28 1.90 0.171
H 0.8289 2.6463 3.6256 0.95 -2.34 0.23 0.183
H 2.9089 2.4738 2.4803 1.54 -1.36 1.47 0.178
H 4.4884 2.1056 3.5649 -2.16 -0.92 -0.35 0.207
H 2.6196 -0.1324 2.0784 2.32 0.80 0.04 0.229
H 4.1016 0.7918 1.1557 -1.16 -1.15 1.99 0.205
H 4.8232 -0.8125 3.9129 -0.31 0.15 -2.67 0.217
H 5.9100 -0.2921 2.4549 -2.40 -0.64 0.58 0.215
H 5.5728 -2.8724 2.4512 -1.61 1.31 -1.23 0.240
H 4.8341 -2.0822 0.8077 -0.15 -0.32 2.32 0.246
H 3.7721 -2.7134 4.8518 -1.50 -0.58 -2.09 0.248
H 1.3147 -3.7094 5.6979 0.36 0.20 -2.59 0.256
H 1.1184 0.0662 -1.3714 1.35 -1.32 1.83 0.255
H 2.7614 0.1772 -0.4518 -1.98 -1.49 -0.02 0.238
H 1.1822 -0.5854 0.4310 1.45 -0.11 -1.98 0.245
C -4.5041 -0.1694 -1.6628 -0.15 -0.24 -0.06 -0.255
O -4.2964 -1.1894 -2.6340 0.36 0.39 0.10 -0.552
C -3.2425 -0.8630 -3.5450 -0.04 -0.59 0.16 -0.089
C -1.9496 -1.6030 -3.1884 0.02 0.63 0.09 -0.088
O -1.4225 -1.1539 -1.9362 -0.38 -0.17 -0.17 -0.568
C -1.7148 -2.0564 -0.8742 0.27 0.02 -0.07 -0.261
H -5.1442 -0.5736 -0.8733 0.06 -0.02 -0.18 0.190
H -3.5654 0.1635 -1.2118 0.01 -0.03 -0.05 0.177
H -5.0134 0.6808 -2.1256 0.03 0.13 0.06 0.169
H -3.0786 0.2217 -3.5806 0.05 -0.11 0.08 0.175
H -3.5688 -1.1858 -4.5390 0.04 0.02 0.01 0.185
H -1.1952 -1.3794 -3.9503 -0.04 -0.02 0.00 0.186
H -2.1062 -2.6883 -3.1803 -0.07 0.12 0.05 0.182
H -1.0713 -2.9378 -0.9532 -0.13 0.03 0.06 0.192
H -2.7633 -2.3645 -0.8757 -0.01 0.02 -0.04 0.181
H -1.5032 -1.5519 0.0724 0.06 0.00 -0.13 0.183
C -4.4316 4.8129 -2.2813 -0.08 -0.16 -0.16 -0.256
O -3.7152 4.3436 -3.4185 0.27 0.26 0.36 -0.553
C -2.4658 5.0199 -3.5883 -0.02 -0.59 -0.15 -0.089
C -1.2971 4.1622 -3.0934 -0.13 0.51 0.38 -0.089
O -1.3541 3.9746 -1.6760 -0.26 -0.23 -0.37 -0.555
C -1.8704 2.6953 -1.3225 0.17 0.13 0.12 -0.261
H -5.2450 4.1112 -2.0755 0.12 0.06 -0.14 0.189
H -3.7954 4.8762 -1.3944 0.02 0.02 -0.06 0.181
H -4.8624 5.7948 -2.4976 -0.02 0.06 0.11 0.168
H -2.4783 5.9959 -3.0864 0.04 -0.17 0.03 0.177
H -2.3418 5.1961 -4.6617 0.03 0.01 0.03 0.185
H -0.3603 4.6874 -3.3079 -0.05 -0.01 -0.03 0.184
H -1.2676 3.1979 -3.6148 -0.12 0.08 0.05 0.176
H -1.1102 1.9294 -1.5031 -0.10 -0.15 -0.03 0.175
H -2.7782 2.4520 -1.8801 0.04 0.03 -0.03 0.179
H -2.1110 2.7056 -0.2560 0.09 0.09 -0.11 0.188
```
Positions in Å, forces in eV/Å.

Output
Energy in eV: -187519.0850
Molecular weight in g mol⁻¹: 600.41

[4]
Entry from OMol25: C5H10O as an isolated structure (ωB97M-V/def2-TZVPD).

Structure (XYZ):
```
16
Properties=species:S:1:pos:R:3:forces:R:3:nbo_charge:R:1
C -0.9470 0.0253 -1.3660 -0.02 0.04 -0.03 -0.630
C -0.0694 -0.0570 -0.1345 0.00 0.04 -0.17 0.287
C 1.1388 -0.9578 -0.3391 0.02 -0.02 0.03 -0.649
C 0.2637 1.2411 0.5998 0.11 0.05 -0.12 -0.529
C 0.1629 0.5418 1.9679 -0.21 0.26 -0.05 -0.211
O -0.9039 -0.5681 0.9890 0.00 -0.31 0.29 -0.623
H -1.1880 -0.9782 -1.7368 0.03 0.14 0.06 0.213
H -1.8794 0.5519 -1.1431 0.15 -0.06 -0.01 0.224
H -0.4228 0.5657 -2.1606 -0.04 -0.05 0.10 0.221
H 1.8636 -0.8133 0.4647 -0.12 -0.05 -0.07 0.247
H 1.6073 -0.7339 -1.3012 -0.03 0.03 0.11 0.223
H 0.8400 -2.0137 -0.3642 -0.01 0.13 -0.04 0.205
H 1.2635 1.6313 0.3833 -0.10 -0.09 -0.01 0.212
H -0.4781 2.0207 0.3628 0.10 -0.15 0.10 0.184
H -0.6380 1.0137 2.5593 0.06 -0.06 -0.10 0.122
H -0.6416 -1.4633 1.2442 0.04 0.11 -0.10 0.504
```
Positions in Å, forces in eV/Å.

Output
ΔE to the lowest compared entry with this formula, charge and spin in kcal per mole: 95.4
Energy in eV: -7390.6301
Molecular weight in g mol⁻¹: 86.13